DFT (ωB97M-V/def2-TZVPD) results for 2 unconnected molecules or ions with the total composition C40H48BNO2 in a non-equilibrium geometry.

The geometry in ORCA input format:
```
! wB97M-V def2-TZVPD RIJCOSX def2/J DEFGRID3
* xyz 0 1
C -2.684 -3.339 1.837
C -2.650 -2.623 0.500
C -4.089 -2.497 0.006
C -1.865 -1.209 0.475
C -2.709 0.009 0.810
C -0.644 -1.231 1.391
O -1.454 -1.113 -0.880
B -1.307 -2.474 -1.330
C -2.158 -2.644 -2.738
C -2.748 -3.859 -3.078
C -3.429 -3.994 -4.303
C -3.578 -2.892 -5.150
C -3.062 -1.652 -4.759
C -2.379 -1.527 -3.537
C 0.429 -2.717 -1.459
C 0.724 -2.937 -2.923
C 0.812 -3.859 -0.588
C 1.810 -3.745 0.398
C 2.199 -4.853 1.159
C 1.611 -6.102 0.943
C 0.620 -6.227 -0.039
C 0.237 -5.123 -0.795
O -1.911 -3.402 -0.412
H -3.206 -2.715 2.573
H -3.247 -4.272 1.712
H -1.678 -3.589 2.187
H -4.698 -1.986 0.763
H -4.160 -1.952 -0.943
H -4.498 -3.505 -0.134
H -3.068 -0.054 1.846
H -2.102 0.918 0.714
H -3.558 0.098 0.125
H -0.956 -1.180 2.442
H -0.038 -2.138 1.247
H -0.012 -0.357 1.185
H -2.703 -4.716 -2.405
H -3.839 -4.970 -4.568
H -4.096 -2.997 -6.109
H -3.185 -0.766 -5.385
H -2.021 -0.547 -3.222
H 0.905 -1.794 -1.105
H 0.407 -2.075 -3.507
H 1.793 -3.090 -3.091
H 0.191 -3.818 -3.302
H 2.277 -2.766 0.550
H 2.974 -4.732 1.918
H 1.913 -6.971 1.528
H 0.139 -7.185 -0.234
H -0.523 -5.230 -1.569
C 4.748 4.742 0.451
C 4.144 4.077 -0.784
C 4.573 4.850 -2.038
C 4.597 2.627 -0.931
C 2.639 4.106 -0.631
N 1.873 4.809 -1.479
C 0.524 4.676 -1.169
C 0.427 3.846 -0.042
C -0.852 3.514 0.409
C -1.974 4.073 -0.225
C -1.842 4.893 -1.360
C -0.563 5.195 -1.853
C 1.801 3.464 0.334
C 2.192 2.616 1.367
C 1.441 2.302 2.545
C 0.542 3.206 3.175
C -0.254 2.796 4.234
C -0.181 1.485 4.723
C -1.108 1.022 5.801
C 0.801 0.628 4.207
C 1.622 1.036 3.170
H 4.440 4.234 1.371
H 5.844 4.730 0.397
H 4.419 5.788 0.506
H 4.146 4.413 -2.948
H 4.300 5.911 -1.982
H 5.665 4.800 -2.130
H 4.104 2.177 -1.802
H 5.684 2.578 -1.076
H 4.353 2.025 -0.055
H 2.207 5.380 -2.249
H -0.952 2.841 1.256
H -2.969 3.872 0.176
H -2.731 5.284 -1.851
H -0.393 5.812 -2.735
H 3.190 2.180 1.325
H 0.481 4.234 2.807
H -0.963 3.491 4.694
H -0.903 -0.025 6.045
H -1.009 1.614 6.719
H -2.153 1.096 5.478
H 0.911 -0.370 4.638
H 2.394 0.376 2.770
*
```

* largest force on an atom: 2.52 eV/A
* lowest unoccupied orbital energy: -2.95 eV
* electronic energy: -1783.0981 Eh

Löwdin atomic charge list, values in e, 2 entries: -0.0171 -0.4806

***

DFT (ωB97M-V/def2-TZVPD) results for a molecular structure, C40H48FN3PY.

The geometry in ORCA input format:
```
! wB97M-V def2-TZVPD RIJCOSX def2/J DEFGRID3
* xyz 0 1
Y 0.685 -0.142 0.707
C -1.299 -3.088 0.883
N -0.899 -2.055 1.850
C -0.204 -2.704 2.967
C -2.124 -1.393 2.322
C -1.848 -0.217 3.238
N -1.048 0.830 2.596
C -1.874 1.585 1.636
C -0.585 1.766 3.620
H -1.964 -3.824 1.356
H -0.421 -3.602 0.497
H -1.828 -2.616 0.057
H -0.878 -3.372 3.520
H 0.196 -1.962 3.657
H 0.628 -3.290 2.582
H -2.755 -2.116 2.858
H -2.677 -1.062 1.441
H -1.312 -0.555 4.126
H -2.809 0.193 3.582
H -2.687 2.113 2.152
H -2.310 0.918 0.896
H -1.246 2.314 1.122
H -1.434 2.241 4.130
H 0.021 2.537 3.149
H 0.007 1.239 4.368
C -4.806 -2.839 -4.476
C -5.038 -1.472 -4.428
C -4.304 -0.669 -3.566
C -3.334 -1.224 -2.732
C -3.110 -2.599 -2.794
C -3.836 -3.401 -3.661
P -2.277 -0.255 -1.580
C -3.159 1.349 -1.532
C -2.589 2.541 -1.970
C -3.258 3.745 -1.792
C -4.501 3.774 -1.179
C -5.077 2.590 -0.738
C -4.407 1.389 -0.904
C -0.763 0.108 -2.500
C -0.744 0.265 -3.887
C 0.438 0.628 -4.511
C 1.571 0.848 -3.734
C 1.524 0.688 -2.357
C 0.361 0.286 -1.674
H -5.379 -3.464 -5.150
H -5.787 -1.023 -5.068
H -4.487 0.397 -3.546
H -2.345 -3.044 -2.166
H -3.645 -4.466 -3.698
H -1.619 2.524 -2.452
H -2.802 4.665 -2.136
H -5.017 4.715 -1.042
H -6.049 2.602 -0.259
H -4.856 0.466 -0.550
H -1.645 0.101 -4.469
H 0.479 0.745 -5.587
H 2.499 1.147 -4.210
H 2.435 0.886 -1.793
C 4.001 0.296 1.296
N 2.831 0.241 2.191
C 3.045 -0.821 3.175
C 2.709 1.546 2.858
C 2.170 2.600 1.911
C 2.540 3.925 2.127
C 2.050 4.930 1.305
C 1.210 4.590 0.254
C 0.866 3.259 0.044
C 1.310 2.213 0.864
H 4.893 0.590 1.864
H 3.828 1.035 0.515
H 4.177 -0.675 0.845
H 3.957 -0.652 3.764
H 3.133 -1.774 2.655
H 2.201 -0.863 3.869
H 3.684 1.842 3.270
H 2.037 1.428 3.711
H 3.221 4.177 2.935
H 2.338 5.961 1.471
H 0.835 5.362 -0.408
H 0.223 3.030 -0.803
F 7.342 -3.079 -1.093
C 6.021 -2.908 -0.834
C 5.241 -2.209 -1.734
C 3.897 -2.022 -1.457
C 3.303 -2.521 -0.287
C 1.899 -2.220 0.061
C 4.131 -3.260 0.572
C 5.482 -3.446 0.314
H 5.690 -1.816 -2.637
H 3.282 -1.465 -2.155
H 1.552 -3.001 0.752
H 1.277 -2.324 -0.845
H 3.702 -3.697 1.468
H 6.114 -4.013 0.986
*
```

* largest force on an atom: 0.33 eV/A
* lowest unoccupied orbital energy: 0.34 eV
* electronic energy: -2196.8032 Eh

Löwdin atomic charge list, values in e, 2 entries: 1.4420 -0.0946